Formula: C84H195N7O17
Source: the OMol25 dataset
Level of theory: ωB97M-V with the def2-TZVPD basis set

XYZ file:
```
303
C84H195N7O17 ωB97M-V with the def2-TZVPD basis set
C -4.19 -0.42 2.99
C -4.05 -1.35 1.73
C -3.91 -2.84 2.06
O -5.28 -1.20 1.10
H -3.47 -0.63 3.77
H -5.15 -0.50 3.49
H -3.98 0.62 2.73
H -3.14 -1.06 1.20
H -2.98 -3.08 2.58
H -3.79 -3.41 1.14
H -4.74 -3.19 2.67
H -5.40 -0.26 0.94
C -0.75 0.65 -0.32
C 0.52 0.36 -1.12
C 1.63 -0.12 -0.23
O 0.13 -0.61 -2.11
H -0.87 -0.03 0.52
H -1.67 0.58 -0.90
H -0.64 1.69 -0.04
H 0.77 1.34 -1.51
H 1.21 -0.76 0.54
H 1.95 0.76 0.34
H 2.38 -0.66 -0.81
H -0.06 -0.13 -2.92
C -5.70 -0.76 -4.64
C -4.27 -0.98 -5.21
C -4.11 -2.29 -6.00
O -3.90 0.11 -6.03
H -5.92 -1.23 -3.68
H -6.41 -1.06 -5.42
H -5.91 0.30 -4.54
H -3.60 -1.07 -4.36
H -4.91 -2.26 -6.74
H -4.20 -3.29 -5.57
H -3.15 -2.20 -6.51
H -4.17 -0.13 -6.91
C 2.51 -3.29 6.23
C 1.01 -3.57 6.33
C 0.32 -3.68 5.00
O 0.80 -4.75 7.06
H 2.97 -2.92 7.14
H 2.71 -2.54 5.46
H 3.08 -4.15 5.88
H 0.59 -2.71 6.86
H 0.43 -4.69 4.62
H 0.73 -3.08 4.19
H -0.73 -3.36 5.04
H 0.03 -4.60 7.61
C -1.92 -3.48 -1.78
C -1.03 -3.45 -0.52
C -0.87 -4.78 0.12
O 0.20 -3.09 -0.93
H -1.71 -2.72 -2.54
H -2.98 -3.45 -1.57
H -1.70 -4.44 -2.25
H -1.39 -2.67 0.16
H -0.43 -4.49 1.07
H -0.17 -5.42 -0.41
H -1.76 -5.40 0.24
H 0.00 -2.22 -1.29
C 3.63 6.01 2.63
C 4.09 5.47 1.28
C 5.61 5.28 1.09
O 3.47 4.24 1.15
H 2.55 6.11 2.74
H 4.08 6.94 2.99
H 3.85 5.27 3.41
H 3.68 6.17 0.56
H 5.84 4.95 0.08
H 6.10 4.65 1.84
H 6.09 6.25 1.09
H 2.60 4.46 0.82
C -0.83 5.20 0.46
C 0.26 5.75 -0.55
C 0.89 7.05 -0.06
O 1.24 4.70 -0.66
H -1.52 5.98 0.77
H -0.47 4.78 1.39
H -1.36 4.41 -0.08
H -0.25 5.99 -1.48
H 0.23 7.90 -0.23
H 1.83 7.33 -0.53
H 1.13 6.94 1.00
H 1.97 5.07 -1.17
O 3.06 5.61 -2.51
H 3.34 6.30 -3.11
H 3.68 4.90 -2.66
O 4.59 3.12 -3.04
H 4.09 2.38 -2.70
H 5.41 3.11 -2.55
O 6.62 3.00 -1.29
H 7.55 3.19 -1.15
H 6.36 2.50 -0.52
C 6.07 -0.12 -2.76
C 5.90 -0.87 -1.41
C 7.29 -1.43 -1.06
C 7.43 -2.02 0.28
C 7.05 -0.94 1.32
C 5.71 -0.27 1.14
N 5.56 0.05 -0.30
O 4.53 0.97 -0.66
C 4.59 -1.21 1.67
C 5.77 1.05 2.00
C 4.84 -2.09 -1.59
H 6.42 -0.75 -3.57
H 6.76 0.73 -2.75
H 5.11 0.34 -2.97
H 7.61 -2.14 -1.83
H 8.04 -0.64 -1.14
H 8.46 -2.36 0.44
H 6.76 -2.87 0.26
H 7.80 -0.16 1.18
H 7.07 -1.49 2.26
H 4.56 -1.25 2.76
H 3.61 -0.78 1.43
H 4.53 -2.21 1.24
H 5.82 0.85 3.07
H 6.55 1.73 1.65
H 4.86 1.59 1.72
H 5.44 -2.98 -1.77
H 4.16 -1.87 -2.42
H 4.17 -2.23 -0.74
H 3.72 0.48 -0.50
C -1.44 2.64 -3.69
C -0.44 2.37 -4.86
C 0.74 3.32 -4.84
C 1.93 2.91 -5.68
C 2.26 1.36 -5.46
C 1.07 0.36 -5.46
N -0.05 0.92 -4.73
O -1.17 0.01 -4.55
C 0.83 -0.04 -6.90
C 1.63 -0.83 -4.69
C -1.19 2.53 -6.24
H -1.45 3.72 -3.58
H -0.96 2.39 -2.75
H -2.45 2.25 -3.83
H 0.54 4.35 -5.13
H 1.18 3.35 -3.84
H 2.84 3.46 -5.43
H 1.74 3.06 -6.75
H 3.04 1.31 -4.71
H 2.88 1.12 -6.32
H 0.69 0.83 -7.55
H 1.64 -0.64 -7.29
H 0.04 -0.79 -6.90
H 2.20 -0.54 -3.80
H 0.83 -1.53 -4.43
H 2.37 -1.39 -5.26
H -0.50 2.44 -7.08
H -1.68 3.50 -6.41
H -1.88 1.70 -6.41
H -1.63 0.19 -5.37
C -5.39 1.04 -1.46
C -6.56 1.81 -0.87
C -7.82 1.34 -1.71
C -9.17 1.71 -1.09
C -9.21 1.05 0.30
C -8.09 1.49 1.26
N -6.79 1.40 0.59
O -5.70 1.56 1.40
C -8.40 2.89 1.79
C -8.07 0.47 2.43
C -6.45 3.37 -1.19
H -4.42 1.32 -1.05
H -5.22 1.28 -2.51
H -5.48 -0.03 -1.28
H -7.92 1.91 -2.63
H -7.79 0.29 -2.02
H -9.95 1.26 -1.70
H -9.28 2.79 -1.07
H -9.52 0.01 0.25
H -10.11 1.49 0.73
H -9.28 3.01 2.42
H -7.64 3.15 2.53
H -8.53 3.68 1.04
H -9.05 0.16 2.80
H -7.55 -0.44 2.12
H -7.44 0.80 3.25
H -5.50 3.77 -0.85
H -7.18 4.05 -0.75
H -6.31 3.57 -2.25
H -5.77 2.51 1.56
C -1.57 -5.66 -5.12
C -0.21 -5.19 -5.62
C 0.69 -4.80 -4.40
C 2.17 -4.61 -4.63
C 2.77 -5.88 -5.27
C 1.98 -6.30 -6.51
N 0.50 -6.34 -6.24
O -0.20 -7.06 -7.18
C 2.36 -5.34 -7.69
C 2.67 -7.70 -6.80
C -0.49 -3.96 -6.54
H -2.18 -5.99 -5.97
H -1.99 -4.75 -4.69
H -1.58 -6.45 -4.37
H 0.24 -3.96 -3.85
H 0.65 -5.58 -3.64
H 2.66 -4.42 -3.67
H 2.30 -3.76 -5.31
H 2.74 -6.65 -4.50
H 3.81 -5.70 -5.53
H 1.68 -5.59 -8.50
H 2.27 -4.27 -7.51
H 3.40 -5.57 -7.93
H 2.51 -8.34 -5.93
H 2.38 -8.32 -7.64
H 3.75 -7.59 -6.86
H 0.32 -3.25 -6.71
H -1.33 -3.36 -6.19
H -0.66 -4.28 -7.56
H 0.01 -7.94 -6.85
C 7.22 -5.46 2.10
C 5.88 -6.15 2.16
C 5.04 -5.33 3.11
C 3.49 -5.61 3.15
C 2.96 -5.33 1.78
C 3.72 -6.17 0.73
N 5.22 -6.09 0.83
O 5.86 -6.76 -0.17
C 3.12 -7.69 0.76
C 3.34 -5.60 -0.67
C 5.95 -7.64 2.71
H 7.01 -4.47 1.69
H 7.94 -5.93 1.43
H 7.76 -5.27 3.03
H 5.35 -5.64 4.11
H 5.08 -4.24 3.07
H 2.99 -4.96 3.86
H 3.25 -6.60 3.55
H 2.97 -4.26 1.61
H 1.88 -5.45 1.74
H 3.67 -8.27 0.02
H 3.12 -8.11 1.76
H 2.07 -7.76 0.48
H 3.80 -4.65 -0.94
H 3.53 -6.30 -1.49
H 2.30 -5.30 -0.59
H 6.40 -7.57 3.70
H 6.54 -8.32 2.09
H 4.91 -7.97 2.78
H 6.02 -7.62 0.22
C 0.44 2.01 8.42
C 1.16 2.31 7.14
C 2.58 1.58 7.34
C 3.31 1.42 6.02
C 2.50 0.62 5.00
C 1.14 1.31 4.70
N 0.48 1.70 5.97
O -0.86 2.13 5.79
C 1.31 2.59 3.75
C 0.27 0.19 3.99
C 1.40 3.81 6.99
H 0.36 0.95 8.64
H -0.58 2.39 8.45
H 0.81 2.43 9.35
H 3.12 2.24 8.02
H 2.42 0.59 7.78
H 4.23 0.88 6.25
H 3.48 2.41 5.61
H 2.49 -0.43 5.30
H 3.12 0.60 4.10
H 0.43 3.18 3.47
H 1.92 3.26 4.36
H 1.94 2.34 2.90
H 0.39 -0.71 4.60
H -0.81 0.35 3.92
H 0.64 0.13 2.97
H 2.41 4.17 6.78
H 1.15 4.27 7.95
H 0.81 4.42 6.31
H -1.31 1.38 6.17
C -6.35 7.91 3.44
C -6.88 6.52 3.09
C -6.53 6.12 1.62
C -5.01 5.76 1.45
C -4.55 4.70 2.43
C -4.96 4.87 3.88
N -6.32 5.47 3.99
O -6.77 5.51 5.34
C -4.97 3.41 4.57
C -3.91 5.81 4.61
C -8.43 6.60 3.15
H -5.28 7.99 3.20
H -6.53 8.11 4.49
H -6.87 8.64 2.82
H -7.11 5.28 1.22
H -6.53 7.02 1.01
H -4.41 6.65 1.65
H -4.89 5.40 0.42
H -3.46 4.75 2.40
H -4.91 3.71 2.14
H -5.18 3.43 5.64
H -5.77 2.78 4.17
H -4.03 2.87 4.64
H -4.34 6.12 5.56
H -2.93 5.33 4.70
H -3.74 6.70 4.01
H -8.78 7.10 2.24
H -8.78 6.99 4.11
H -8.83 5.60 3.00
H -6.35 6.34 5.58
```

The calculation puts the energy above the lowest of the compared OMol25 structures with the same formula, charge and spin at 5.920 eV. As for the charge: 0. The strongest force on any atom is 3.9 eV/A. Its gap between HOMO and LUMO is 8.2 eV. The LUMO energy is 0.46 eV. Its total energy is -135495.6390 eV.